1.
The molecule C19H24N4O3, computed with wB97M-V/def2-TZVPD.

The orbital gap comes out at 8.657 eV. As for the multiplicity: 1. Its SMILES is CNC(=O)[C@@H](Cc1c[nH]c2ccccc12)NC(=O)[C@H]1CCCN1C(C)=O. Its charge is 0. Its highest occupied orbital energy is -7.9 eV.

```
50
Properties=species:S:1:pos:R:3:forces:R:3:lowdin_charge:R:1
C -0.063 -3.790 2.252 0.407 0.915 -0.140 -0.052
N -0.204 -2.457 1.654 -0.363 0.514 -0.425 0.036
C 0.695 -1.433 1.720 0.472 -0.765 0.825 -0.448
O 1.735 -1.522 2.359 -0.041 -0.070 -0.053 0.042
C 0.405 -0.139 0.967 -1.475 0.458 0.028 -0.215
C 0.630 1.109 1.838 0.926 0.490 0.046 -0.088
C -0.348 1.383 2.948 -0.700 -0.006 -0.813 -0.176
C -0.344 0.801 4.150 0.481 -0.893 0.726 -0.049
N -1.413 1.241 4.918 0.506 -0.115 0.383 0.075
C -2.138 2.203 4.248 0.067 -0.260 -0.903 -0.177
C -3.279 2.989 4.583 0.441 -0.455 -0.893 -0.022
C -3.794 3.840 3.594 0.602 -0.419 0.327 -0.103
C -3.124 3.956 2.360 0.274 -0.982 0.263 -0.097
C -2.016 3.154 2.049 -0.365 1.091 -0.505 -0.032
C -1.506 2.252 2.963 -0.434 0.812 0.457 -0.139
N 1.182 -0.123 -0.277 0.668 0.536 1.324 0.144
C 0.730 -0.807 -1.334 0.538 0.591 -0.581 -0.458
O -0.392 -1.249 -1.327 -1.184 -0.967 -0.570 0.075
C 1.685 -1.020 -2.517 0.829 -0.153 0.388 -0.171
C 1.954 -2.545 -2.747 0.026 0.725 0.112 -0.107
C 2.183 -2.560 -4.258 -1.431 -0.204 0.278 -0.155
C 1.093 -1.601 -4.762 0.726 -0.027 0.168 -0.133
N 1.190 -0.505 -3.806 0.176 -0.953 1.003 -0.013
C 1.017 0.811 -4.006 0.175 0.635 -0.160 -0.499
C 0.509 1.241 -5.373 0.639 -0.706 0.471 0.010
O 1.287 1.649 -3.149 -0.155 -0.514 -0.095 0.046
H 0.766 -3.813 2.945 0.213 0.296 0.092 0.078
H 0.141 -4.537 1.493 -0.202 -0.172 -0.165 0.080
H -0.960 -4.004 2.810 -0.354 -0.318 0.048 0.076
H -1.039 -2.295 1.098 0.416 -0.033 0.076 0.134
H -0.669 -0.077 0.733 0.372 -0.329 -0.410 0.152
H 0.592 1.978 1.179 0.167 -0.053 -0.227 0.119
H 1.650 1.065 2.260 -0.321 0.034 -0.140 0.127
H 0.435 0.073 4.430 -0.875 0.381 0.468 0.142
H -1.610 0.877 5.818 -0.157 -0.067 0.620 0.137
H -3.793 2.898 5.529 0.143 -0.080 0.117 0.095
H -4.717 4.407 3.788 0.621 -0.240 -0.085 0.103
H -3.519 4.620 1.622 -0.082 0.348 -0.364 0.085
H -1.489 3.285 1.104 -0.320 -0.003 0.025 0.110
H 2.113 0.284 -0.248 -0.359 -0.229 -0.146 0.162
H 2.679 -0.579 -2.312 -0.515 0.229 0.062 0.154
H 1.073 -3.154 -2.458 0.413 0.395 -0.258 0.125
H 2.826 -2.876 -2.158 -0.412 0.130 -0.236 0.122
H 2.022 -3.545 -4.646 0.100 -0.615 -0.422 0.104
H 3.137 -2.193 -4.578 0.700 0.178 0.086 0.111
H 0.115 -2.053 -4.673 -0.333 -0.229 -0.314 0.127
H 1.326 -1.295 -5.776 -0.323 0.199 -0.105 0.119
H 1.349 1.216 -6.081 -0.257 0.119 0.070 0.092
H 0.188 2.241 -5.188 -0.347 0.701 -0.395 0.073
H -0.287 0.597 -5.737 -0.096 0.077 -0.060 0.080
```
Forces are in eV/Å.

2.
A structure of composition C19H24N4O5PPdS, computed with wB97M-V/def2-TZVPD.

The orbital gap (spin up / spin down) comes out at 6.731 / 4.726 eV. As for the expectation value of S²: 6.062. As for the multiplicity: 5. Its charge is +1. Its highest occupied orbital energy (spin up / spin down) is -10.9 / -11.3 eV.

```
55
Properties=species:S:1:pos:R:3:forces:R:3:mulliken_spin:R:1
Pd 0.980 0.165 0.354 -0.100 -0.250 0.621 1.293
C -0.412 -1.659 4.244 0.127 0.012 -0.132 0.010
C -0.023 -0.691 3.179 -0.271 -0.371 0.658 0.133
N 0.975 -0.880 2.373 0.546 0.314 -1.468 0.027
N 1.753 -1.932 2.488 -1.168 -0.530 1.438 0.477
C 2.837 -1.909 1.714 1.533 1.134 -1.721 -0.089
N 3.618 -2.982 1.692 -0.431 -0.047 0.338 0.022
S 3.300 -0.503 0.802 -0.275 -0.577 0.507 0.525
C -0.691 0.607 3.026 -0.144 0.235 -0.018 0.063
C -1.679 1.032 3.905 0.110 -0.248 0.014 0.057
C -2.178 2.320 3.788 0.002 0.147 -0.068 -0.024
C -1.651 3.154 2.818 -0.112 -0.067 0.138 0.057
C -0.669 2.649 1.972 0.075 -0.031 0.019 -0.015
N -0.221 1.407 2.052 0.178 0.145 -0.148 0.106
H 0.208 -2.547 4.171 -0.044 -0.009 0.054 0.004
H -1.459 -1.940 4.123 -0.019 0.037 0.016 0.009
H -0.290 -1.216 5.234 -0.022 0.024 -0.002 0.009
H 3.353 -3.810 2.203 -0.009 -0.020 0.018 0.000
H 4.442 -3.002 1.117 0.011 0.023 -0.047 0.004
H -2.037 0.368 4.680 -0.030 0.024 -0.013 0.007
H -2.950 2.669 4.459 0.003 0.005 -0.001 0.000
H -1.994 4.173 2.707 0.033 0.008 -0.001 0.002
H -0.220 3.271 1.209 -0.026 -0.007 -0.025 0.003
O 2.385 -4.881 -3.582 0.006 0.029 0.005 0.065
C 2.121 -3.936 -2.903 0.027 -0.038 0.023 -0.016
C 2.159 -2.462 -3.327 0.077 -0.124 -0.260 -0.086
O 2.384 -2.043 -4.431 0.015 0.073 0.125 0.132
C 1.802 -1.669 -2.112 0.004 0.126 0.256 0.144
C 1.285 -2.575 -1.090 -0.121 0.190 -0.088 0.296
O 0.643 -2.184 -0.101 0.171 -0.117 0.018 0.271
C 1.679 -3.969 -1.434 0.057 -0.205 -0.109 -0.116
O 1.718 -4.923 -0.700 -0.098 0.092 0.079 0.137
O 1.887 -0.442 -1.954 -0.032 -0.034 -0.141 0.284
C -2.938 2.370 -2.083 0.040 0.018 0.060 0.010
C -1.949 2.095 -0.950 0.112 -0.133 -0.018 0.012
P -0.500 1.044 -1.417 -0.229 0.314 -0.528 0.164
C 0.510 2.182 -2.458 0.048 -0.040 0.270 0.003
C 1.612 2.873 -1.650 -0.093 -0.038 -0.103 0.022
C -1.233 -0.177 -2.574 0.064 -0.079 0.314 0.011
C -2.147 -1.164 -1.843 0.033 0.076 -0.004 0.000
H -3.635 3.149 -1.776 -0.013 -0.003 -0.028 0.001
H -3.522 1.486 -2.334 0.015 -0.005 -0.020 0.000
H -2.431 2.714 -2.985 -0.043 0.014 -0.010 0.000
H -2.455 1.631 -0.101 0.003 0.031 0.026 0.001
H -1.531 3.042 -0.602 0.017 -0.023 0.064 0.000
H -0.158 2.925 -2.896 -0.030 -0.052 -0.095 -0.001
H 0.952 1.596 -3.262 -0.036 -0.061 -0.014 0.002
H 1.200 3.541 -0.890 0.017 -0.016 0.025 -0.006
H 2.249 3.469 -2.303 -0.042 0.036 0.004 0.000
H 2.250 2.136 -1.161 0.041 0.001 0.021 -0.011
H -0.417 -0.695 -3.073 0.061 0.020 -0.005 -0.001
H -1.775 0.371 -3.345 0.016 0.034 -0.017 0.005
H -2.477 -1.952 -2.518 -0.023 0.014 -0.002 0.001
H -3.035 -0.665 -1.451 -0.011 -0.019 0.001 0.000
H -1.625 -1.630 -1.006 -0.017 -0.031 -0.022 -0.001
```
Forces are in eV/Å.

3.
A structure of composition C19H24N6ORhSe, computed with wB97M-V/def2-TZVPD.

The orbital gap (spin up / spin down) comes out at 7.240 / 5.520 eV. As for the expectation value of S²: 6.034. As for the multiplicity: 5. Its charge is +3. Its highest occupied orbital energy (spin up / spin down) is -17.4 / -18.6 eV.

```
52
Properties=species:S:1:pos:R:3:forces:R:3:mulliken_spin:R:1
Rh 0.020 -0.052 0.860 -0.157 0.059 0.203 2.533
N -0.957 -0.838 2.732 0.028 -0.100 -0.091 0.104
C -0.139 -1.796 3.542 -0.007 0.061 0.034 -0.004
C 0.806 -1.063 4.482 0.028 -0.061 0.001 -0.006
C 1.699 -0.010 3.826 0.003 0.021 -0.028 0.028
C 2.587 -0.554 2.703 -0.049 0.009 -0.057 -0.031
N 2.205 0.040 1.383 -0.056 0.028 0.001 0.142
H -1.214 -0.045 3.317 0.018 0.008 0.029 0.002
H -1.841 -1.278 2.493 -0.028 -0.018 0.038 0.002
H 0.407 -2.439 2.848 -0.001 0.007 -0.014 0.001
H -0.794 -2.440 4.127 -0.019 -0.006 -0.003 0.006
H 1.432 -1.816 4.966 -0.011 0.011 0.016 0.001
H 0.229 -0.599 5.285 -0.010 0.023 -0.016 0.000
H 2.317 0.445 4.599 0.009 -0.018 0.011 0.000
H 1.091 0.816 3.433 0.002 0.008 0.006 -0.008
H 2.490 -1.635 2.606 0.018 -0.007 0.015 0.003
H 3.639 -0.344 2.894 0.016 0.011 -0.001 0.008
H 2.773 -0.370 0.647 0.038 -0.019 0.007 -0.001
H 2.452 1.027 1.395 0.045 0.015 0.029 0.000
Se 0.691 -1.394 -6.869 -0.003 -0.013 -0.172 0.704
N 1.138 0.009 -5.873 -0.055 -0.120 0.120 -0.101
C 0.784 -0.273 -4.652 -0.046 -0.067 0.035 0.131
C 0.974 0.609 -3.522 0.001 -0.026 -0.109 0.017
C 1.553 1.874 -3.653 0.008 0.013 -0.008 0.041
C 1.689 2.657 -2.523 0.001 -0.010 -0.019 -0.015
C 1.253 2.144 -1.310 -0.027 -0.031 0.063 0.022
N 0.711 0.926 -1.173 0.038 0.101 -0.051 0.102
C 0.560 0.172 -2.258 -0.064 -0.133 0.034 0.072
C -0.081 -1.157 -2.062 0.052 0.145 0.019 0.058
N -0.450 -1.476 -0.817 0.025 -0.145 -0.053 0.026
C -1.033 -2.666 -0.606 0.031 0.068 0.041 0.011
C -1.285 -3.584 -1.612 0.002 -0.008 -0.021 -0.005
C -0.911 -3.263 -2.901 -0.004 -0.020 -0.010 0.042
C -0.297 -2.029 -3.130 0.025 -0.008 -0.120 0.019
C 0.134 -1.618 -4.454 0.010 0.094 0.022 0.117
N -0.002 -2.342 -5.524 0.073 0.115 0.087 -0.096
H 1.881 2.221 -4.625 -0.002 0.006 0.008 0.000
H 2.123 3.646 -2.571 0.000 -0.005 -0.001 0.001
H 1.334 2.733 -0.404 -0.001 -0.007 0.000 -0.003
H -1.304 -2.889 0.419 -0.011 -0.002 0.001 0.001
H -1.761 -4.527 -1.379 0.000 0.002 0.000 0.001
H -1.082 -3.944 -3.726 -0.001 0.000 0.010 0.000
C -2.986 1.810 -0.125 0.013 0.029 0.019 0.002
C -2.070 2.430 0.876 0.028 0.038 0.065 -0.003
C -2.435 3.747 1.460 -0.002 -0.011 -0.017 0.009
O -1.023 1.871 1.226 0.061 -0.037 -0.125 0.060
H -3.336 2.556 -0.839 -0.007 -0.004 0.000 0.000
H -3.876 1.455 0.404 -0.004 0.005 -0.014 0.000
H -2.514 0.975 -0.642 0.007 0.000 0.010 0.006
H -3.508 3.812 1.643 0.003 0.000 0.002 0.001
H -2.201 4.518 0.718 -0.019 -0.001 0.002 0.000
H -1.869 3.949 2.365 0.001 0.000 0.001 0.000
```
Forces are in eV/Å.

4.
A structure of composition C19H25B3Br48O4S, computed with wB97M-V/def2-TZVPD.

The orbital gap comes out at 9.610 eV. As for the multiplicity: 1. Its charge is 0. Its highest occupied orbital energy is -9.9 eV.

```
100
Properties=species:S:1:pos:R:3:forces:R:3:lowdin_charge:R:1
C 0.790 -2.342 -1.479 -0.048 -0.379 0.000 -0.139
C -0.082 -3.332 -2.267 0.252 0.442 0.397 -0.176
C -0.925 -2.560 -3.283 0.002 -0.061 0.346 -0.151
O -0.952 -3.158 -4.591 -0.392 0.230 -0.031 0.050
B 0.190 -2.824 -5.243 -0.238 -0.936 -1.189 -0.789
O 1.252 -3.717 -5.251 -0.193 -0.035 0.856 0.310
B 2.359 -3.113 -4.711 0.640 -0.695 -0.816 -0.380
O 2.733 -1.892 -5.255 -1.058 0.428 1.070 0.037
B 1.584 -1.076 -5.308 0.041 0.555 -0.894 -0.973
S 1.771 0.598 -4.619 0.448 0.221 0.257 0.815
O 0.416 -1.594 -5.861 -0.008 0.453 1.369 0.275
H 0.325 -1.361 -1.485 0.194 0.097 -0.140 0.002
H 0.865 -2.626 -0.437 0.111 -0.110 0.148 -0.009
H 1.804 -2.279 -1.865 0.064 0.166 -0.206 0.025
H 0.530 -4.086 -2.747 0.058 -0.147 -0.206 0.109
H -0.716 -3.856 -1.557 -0.252 -0.143 -0.077 0.092
H -1.930 -2.457 -2.889 -0.333 -0.036 -0.358 0.125
H -0.529 -1.545 -3.376 -0.008 0.168 -0.039 0.103
H 2.909 -3.627 -3.796 0.391 0.039 -0.107 0.130
H 0.553 1.045 -4.240 -0.067 -0.595 -0.494 -0.233
C -1.911 -1.151 1.891 0.028 0.059 0.019 -1.611
Br -0.629 -0.320 0.721 -0.266 0.256 0.222 0.614
Br -3.396 0.007 2.287 0.091 -0.083 -0.042 0.576
Br -2.476 -2.846 1.179 -0.192 0.011 -0.061 0.572
H -1.404 -1.349 2.826 0.016 0.001 0.015 -0.043
C 1.315 -5.393 1.756 -0.057 -0.032 -0.022 -1.613
Br 0.949 -3.570 2.257 0.170 -0.018 0.077 0.565
Br -0.299 -6.350 1.329 0.062 0.045 -0.003 0.572
Br 2.597 -5.485 0.321 -0.051 0.028 0.051 0.584
H 1.758 -5.878 2.614 0.006 -0.017 0.011 -0.111
C -4.880 3.792 2.990 -0.010 -0.140 -0.103 -1.630
Br -3.137 3.952 2.184 0.040 0.021 0.050 0.536
Br -6.174 3.198 1.698 0.095 0.027 0.120 0.530
Br -4.848 2.663 4.553 0.040 0.102 -0.034 0.552
H -5.182 4.778 3.310 0.088 -0.061 0.002 -0.145
C 5.927 1.055 -6.760 -0.110 0.080 0.054 -1.580
Br 7.691 0.362 -6.402 -0.062 0.030 0.029 0.570
Br 4.560 -0.168 -6.173 0.812 0.101 -0.232 0.755
Br 5.670 2.798 -5.984 0.031 -0.041 -0.011 0.570
H 5.838 1.165 -7.831 0.018 -0.015 -0.022 -0.028
C 5.466 -0.227 -2.191 -0.022 -0.038 -0.020 -1.600
Br 7.353 -0.129 -1.822 -0.159 -0.119 0.085 0.578
Br 4.621 -1.660 -1.217 0.040 0.078 -0.009 0.612
Br 4.589 1.459 -1.873 0.094 -0.005 0.017 0.560
H 5.355 -0.446 -3.244 -0.008 0.011 -0.019 -0.065
C 2.005 1.599 3.445 0.006 0.039 -0.085 -1.609
Br 1.846 -0.314 3.589 0.068 0.010 0.079 0.545
Br 3.124 2.116 1.965 -0.047 -0.106 0.035 0.580
Br 0.279 2.449 3.334 -0.058 -0.009 0.082 0.561
H 2.485 1.943 4.349 -0.031 0.033 0.032 -0.039
C -2.456 0.785 -5.062 0.046 -0.086 -0.119 -1.601
Br -3.942 -0.326 -4.590 -0.100 0.208 0.148 0.559
Br -2.904 2.048 -6.443 0.004 -0.036 0.092 0.603
Br -1.729 1.651 -3.503 -0.159 0.136 0.159 0.623
H -1.682 0.137 -5.458 0.020 0.006 -0.012 -0.039
C -0.810 3.161 7.110 -0.114 -0.002 0.049 -1.645
Br 0.989 2.646 7.577 0.022 0.024 -0.037 0.577
Br -2.082 1.796 7.572 0.068 0.024 0.006 0.571
Br -1.284 4.868 7.862 0.047 -0.093 -0.010 0.585
H -0.830 3.267 6.037 0.015 -0.006 -0.118 -0.083
C 3.042 -0.303 9.596 0.008 -0.102 0.006 -1.647
Br 2.005 -1.006 11.057 0.057 0.025 -0.065 0.577
Br 4.769 0.322 10.179 -0.069 0.010 -0.019 0.561
Br 3.198 -1.574 8.155 -0.012 0.087 0.063 0.565
H 2.510 0.555 9.212 -0.033 0.005 -0.011 -0.085
C 8.818 0.921 9.399 0.024 0.018 -0.034 -1.655
Br 10.282 1.340 10.577 -0.057 -0.010 -0.056 0.572
Br 7.766 2.482 8.990 0.064 -0.041 0.020 0.545
Br 9.420 0.035 7.799 -0.021 0.046 0.064 0.571
H 8.174 0.229 9.923 -0.013 -0.019 0.003 -0.049
C 8.236 3.714 -1.802 -0.012 -0.066 -0.012 -1.649
Br 9.778 4.012 -0.686 -0.062 0.004 -0.050 0.574
Br 7.292 5.353 -2.170 0.033 -0.060 0.009 0.566
Br 8.693 2.783 -3.420 0.084 0.216 -0.059 0.514
H 7.561 3.075 -1.250 -0.017 -0.016 0.000 -0.065
C -4.965 -3.683 -7.406 0.093 0.057 0.002 -1.625
Br -3.435 -3.293 -6.307 -0.025 -0.341 -0.192 0.638
Br -6.021 -2.103 -7.739 0.034 -0.041 0.000 0.558
Br -4.464 -4.559 -9.047 -0.025 0.051 0.050 0.572
H -5.589 -4.371 -6.855 -0.026 -0.013 -0.003 -0.031
C -6.449 7.833 2.657 0.009 -0.063 -0.123 -1.614
Br -4.696 7.943 1.868 -0.067 -0.049 0.030 0.582
Br -7.751 7.168 1.406 0.072 0.002 0.054 0.578
Br -6.423 6.780 4.272 -0.100 0.153 0.080 0.631
H -6.745 8.835 2.932 -0.002 0.015 0.027 -0.031
C -7.025 3.632 -2.564 0.048 -0.041 0.012 -1.623
Br -8.150 3.027 -1.121 0.240 -0.023 0.117 0.503
Br -5.296 4.204 -1.941 -0.068 -0.047 -0.043 0.571
Br -6.877 2.297 -3.945 0.014 0.043 0.076 0.559
H -7.507 4.493 -3.002 -0.035 0.001 -0.014 -0.049
C -11.251 2.195 -3.950 -0.011 0.002 -0.011 -1.622
Br -13.157 2.306 -4.197 0.065 0.013 0.016 0.577
Br -10.501 3.926 -3.533 -0.274 -0.037 -0.170 0.567
Br -10.788 0.850 -2.655 -0.034 0.081 -0.056 0.564
H -10.824 1.888 -4.893 0.028 0.009 -0.015 -0.028
C 2.318 -8.670 4.942 -0.055 -0.031 -0.008 -1.629
Br 3.569 -7.726 3.819 -0.039 -0.022 0.001 0.600
Br 0.776 -7.591 5.352 0.069 -0.005 -0.078 0.577
Br 1.818 -10.365 4.179 0.017 0.096 0.009 0.582
H 2.822 -8.875 5.875 0.017 0.006 0.017 -0.032
```
Forces are in eV/Å.

Number 1: F_max 1.6 eV/Å. Number 2: F_max 2.6 eV/Å. Number 3: F_max 0.3 eV/Å. Number 4: F_max 1.6 eV/Å.